## one
Entry from the Open Molecules 2025 dataset: one molecule with the formula C3H8S (ωB97M-V with the def2-TZVPD basis set).

```
12
Properties=species:S:1:pos:R:3:mulliken_charge:R:1
C 1.7208 -0.4500 -0.0918 -0.971
C 0.6623 0.5965 0.2457 -0.476
S -0.6472 0.7441 -1.0059 -0.100
C -2.0371 -0.0441 -0.1272 -0.800
H 2.6329 -0.2812 0.4721 0.312
H 1.9289 -0.4319 -1.1640 0.301
H 1.3336 -1.4448 0.1101 0.264
H 1.1078 1.5804 0.3386 0.355
H 0.1800 0.3654 1.1904 0.279
H -1.7929 -1.0992 0.0137 0.265
H -2.2098 0.4426 0.8222 0.279
H -2.8794 0.0221 -0.8039 0.292
```

Output
SMILES   CCSC
Frontier orbital gap   9.571 eV
HOMO level   -8.45 eV
LUMO energy   1.12 eV

## two
Entry from the Open Molecules 2025 dataset: a 2-piece molecular cluster, C3H8S overall (ωB97M-V with the def2-TZVPD basis set).

```
12
Properties=species:S:1:pos:R:3:mulliken_charge:R:1
S -2.7063 0.0990 0.3136 -0.312
H -2.9279 -0.1398 -0.9958 0.139
H -4.0681 0.4854 0.3738 0.161
C 0.7713 -1.0943 0.3811 -0.898
C 1.5244 0.0156 -0.2629 0.139
C 1.2551 1.3612 -0.2119 -0.690
H 0.1862 -0.7804 1.2665 0.298
H -0.0216 -1.4708 -0.2426 0.189
H 1.4429 -1.9307 0.7318 0.278
H 2.3796 -0.1819 -1.0525 0.207
H 1.4954 2.0706 -0.9920 0.268
H 0.6690 1.5660 0.6909 0.220
```

Output
SMILES   C=CC.S
Frontier orbital gap   9.923 eV
HOMO level   -9.17 eV
LUMO energy   0.76 eV

## three
Entry from the Open Molecules 2025 dataset: a 2-piece molecular cluster, C3H8S overall (ωB97M-V with the def2-TZVPD basis set).

```
12
Properties=species:S:1:pos:R:3:mulliken_charge:R:1
S -2.5016 0.3151 0.2931 -0.282
H -3.1599 -0.2711 1.2997 0.134
H -1.8558 -0.8061 -0.0484 0.141
C 2.4891 -1.2254 -0.2030 -1.088
C 1.4733 -0.1745 -0.5597 0.143
C 1.4900 1.0432 -0.0291 -0.746
H 2.1318 -2.2177 -0.4535 0.303
H 3.3458 -1.1091 -0.8832 0.262
H 2.8763 -1.0539 0.7941 0.331
H 0.9373 -0.2934 -1.4856 0.344
H 0.7869 1.8269 -0.2587 0.253
H 2.2715 1.2879 0.6841 0.206
```

Output
SMILES   C=CC.S
Frontier orbital gap   10.332 eV
HOMO level   -9.39 eV
LUMO energy   0.94 eV

Most stable: one (next structure +22.8 kcal/mol)

## one
Entry from the Open Molecules 2025 dataset: a 10-piece molecular cluster, C5H32N2O9S overall (ωB97M-V with the def2-TZVPD basis set).

```
49
Properties=species:S:1:pos:R:3:mulliken_charge:R:1
N -0.4580 2.1735 1.4151 -0.322
C -0.4234 1.5702 0.0622 0.371
C -1.7388 1.6772 -0.6798 -0.782
S -2.0861 3.3860 -1.1915 -0.227
C -0.1506 0.0361 0.2048 0.034
N 0.8357 -0.4105 -0.7900 0.229
C 2.1646 -0.1594 -0.2234 -1.137
C 0.6407 -1.8395 -1.0323 -0.941
H -0.0397 3.0945 1.3652 0.286
H -1.4320 2.3880 1.6214 0.287
H 0.4132 1.9087 -0.5453 -0.406
H -2.5826 1.2457 -0.1373 0.527
H -1.7336 1.0391 -1.5626 0.190
H -0.8826 3.6758 -1.7110 0.121
H 0.2815 -0.0399 1.2081 -0.097
H -1.0940 -0.4987 0.2126 0.215
H 2.4976 -1.0339 0.3474 0.256
H 2.8414 -0.0775 -1.0740 0.372
H 2.1709 0.7092 0.4209 0.433
H 1.1474 -2.1942 -1.9288 0.312
H 0.8870 -2.4536 -0.1604 0.274
H -0.4334 -1.9693 -1.1639 0.288
H 1.7472 1.5943 2.8353 0.304
H 3.1897 2.0700 2.4831 0.314
O 2.6840 1.3834 2.9248 -0.647
H -2.3798 -0.4870 -3.8862 0.300
H -1.1149 -1.2353 -3.8630 0.319
O -1.6028 -0.6302 -4.4374 -0.653
H 1.0974 -0.8893 4.2045 0.393
H 1.8170 -0.9130 2.9151 0.210
O 1.1539 -1.4319 3.4077 -0.789
H 1.9732 2.2648 -3.0031 0.394
H 1.9363 3.2034 -1.7400 0.278
O 2.4896 2.8847 -2.4525 -0.652
H -2.4898 -1.4680 -0.8245 0.191
H -3.5343 -1.6270 -1.9111 0.283
O -2.8210 -1.0406 -1.6310 -0.544
H -2.4400 -3.0203 1.4002 0.267
H -1.0611 -3.0598 0.8862 0.332
O -1.9464 -2.6875 0.6351 -0.609
H 0.8540 -4.2740 1.7660 0.235
H 0.8904 -2.7433 2.2292 0.418
O 0.5355 -3.3864 1.5876 -0.593
H -1.3893 -0.4754 3.5709 0.310
H -0.5406 0.8848 3.7723 0.321
O -0.8980 0.0852 4.1715 -0.659
H -0.0269 0.9175 -3.9662 0.315
H 0.4861 0.6468 -2.4684 0.404
O 0.5653 1.2062 -3.2637 -0.723
```

Output
SMILES   CN(C)C[C@H](N)CS.O.O.O.O.O.O.O.O.O
Frontier orbital gap   9.052 eV
HOMO level   -8.95 eV
LUMO energy   0.10 eV

## two
Entry from the Open Molecules 2025 dataset: a 10-piece molecular cluster, C5H32N2O9S overall (ωB97M-V with the def2-TZVPD basis set).

```
49
Properties=species:S:1:pos:R:3:mulliken_charge:R:1
N -2.5592 1.6998 0.6718 -0.568
C -1.2270 1.0843 0.7044 0.077
C -1.1067 0.0134 1.7842 -0.185
S -2.4051 -1.2595 1.8128 -0.198
C -0.9122 0.6164 -0.7140 -0.044
N 0.4326 0.0388 -0.8674 -0.068
C 0.9442 0.1880 -2.2318 -0.264
C 2.3081 -0.4639 -2.3622 -1.212
H -2.5967 2.5677 1.1863 0.259
H -2.0314 -1.9646 0.7385 0.122
H -3.2628 1.0841 1.0748 0.252
H -0.5058 1.8663 0.9609 0.268
H -0.1421 -0.4740 1.7404 -0.138
H -1.1760 0.4672 2.7749 0.353
H -1.0668 1.4679 -1.3789 0.332
H -1.6229 -0.1496 -1.0113 -0.391
H 1.0841 0.4558 -0.2217 0.001
H 1.0061 1.2385 -2.5406 0.456
H 0.2094 -0.2522 -2.9032 0.138
H 2.2690 -1.5412 -2.1984 0.257
H 2.6728 -0.3251 -3.3741 0.440
H 3.0275 -0.0204 -1.6716 0.214
H -3.1679 -1.6336 -2.1509 0.387
H -1.8444 -2.3363 -1.7399 0.412
O -2.5094 -2.2993 -2.4630 -0.825
H -3.7989 0.8427 -1.8766 0.309
H -3.4808 0.1826 -3.2568 0.396
O -3.9964 0.0762 -2.4300 -0.730
H 1.3855 1.7261 5.0031 0.325
H 1.6576 0.8903 3.7437 0.476
O 1.2793 1.7647 4.0507 -0.734
H 0.6361 -2.6416 1.1682 0.416
H 0.4534 -3.1627 2.6045 0.319
O 1.1070 -2.7624 2.0256 -0.729
H 0.3489 -3.1865 -0.9935 0.321
H 0.1579 -1.6320 -0.6570 0.519
O -0.1704 -2.5713 -0.4491 -0.918
H 1.9275 -1.2975 2.6829 0.314
H 2.8640 -0.0670 2.3027 0.421
O 2.3692 -0.4956 3.0406 -0.808
H -2.3431 -0.6475 -5.1823 0.294
H -1.9937 -1.1137 -3.7427 0.456
O -2.0139 -0.3242 -4.3446 -0.709
H 2.2053 2.8241 3.0853 0.433
H 2.1062 3.9741 2.0186 0.303
O 2.7002 3.3102 2.3889 -0.766
H 3.1437 1.9725 1.4305 0.398
H 4.2913 1.1451 0.7955 0.271
O 3.3468 1.1248 0.9719 -0.653
```

Output
SMILES   CCNC[C@@H](N)CS.O.O.O.O.O.O.O.O.O
Frontier orbital gap   9.612 eV
HOMO level   -9.23 eV
LUMO energy   0.38 eV

Most stable: two (next structure +54.0 kcal/mol)

## one
Entry from the Open Molecules 2025 dataset: a 2-piece molecular cluster, C3H7NOS overall (ωB97M-V with the def2-TZVPD basis set).

```
13
Properties=species:S:1:pos:R:3:mulliken_charge:R:1
C -0.4141 1.8218 -0.0969 -0.366
C 0.5131 2.3923 -1.0887 -0.606
C -0.6866 1.4740 -1.2938 -0.189
N -1.3827 -1.9463 0.6843 -0.383
O 0.8200 -2.3330 2.2111 -0.458
S -0.1665 -2.9666 1.1089 0.044
H -1.4132 -1.4114 -0.1344 0.233
H -0.7073 2.0219 0.8432 0.401
H 0.3800 3.4908 -1.3031 0.183
H 1.5348 2.0628 -1.2507 0.201
H -1.2138 1.0683 -2.1567 0.376
H -2.0819 -1.7357 1.3163 0.228
H 1.4816 -1.6228 1.8282 0.336
```

Output
SMILES   C1=CC1.NSO
Frontier orbital gap   9.179 eV
HOMO level   -8.45 eV
LUMO energy   0.73 eV

## two
Entry from the Open Molecules 2025 dataset: one molecule with the formula C3H7NOS (ωB97M-V with the def2-TZVPD basis set).

```
13
Properties=species:S:1:pos:R:3:mulliken_charge:R:1
O -2.2347 -0.8679 0.8704 -0.430
C -1.6893 -0.3195 -0.0454 -0.177
C -0.3926 0.4688 0.1385 0.381
C 0.6823 -0.5569 0.4673 -0.828
S 2.3663 0.2145 0.5058 -0.220
N -0.1398 1.2624 -1.0663 -0.526
H -2.1305 -0.3981 -1.0596 0.252
H -0.5511 1.1128 1.0075 0.215
H 0.7035 -1.3742 -0.2539 0.360
H 0.4174 -0.9989 1.4274 0.409
H 2.8821 -0.8295 1.1695 0.135
H -0.7416 0.9354 -1.8187 0.194
H 0.8279 1.3509 -1.3425 0.237
```

Output
SMILES   N[C@@H](C=O)CS
Frontier orbital gap   10.169 eV
HOMO level   -9.43 eV
LUMO energy   0.74 eV

## three
Entry from the Open Molecules 2025 dataset: C3H7NOS as an isolated structure (ωB97M-V with the def2-TZVPD basis set).

```
13
Properties=species:S:1:pos:R:3:mulliken_charge:R:1
C -1.2069 0.2071 0.1124 0.225
C -0.6661 1.4425 0.6616 -0.752
C 0.6575 -1.4629 0.5648 -0.775
N 0.1736 -0.8526 -0.5549 -0.174
O 1.0737 0.1062 -1.0451 -0.434
S -2.6744 -0.3731 -0.1600 -0.227
H -0.8164 1.3422 1.8183 0.242
H -1.0718 2.3206 0.3488 0.381
H 0.4672 1.4157 0.6163 0.270
H 1.6475 -1.0784 0.7903 0.341
H -0.0461 -1.3122 1.4786 0.260
H 0.7434 -2.5659 0.3056 0.259
H 0.6719 0.1891 -1.9966 0.383
```

Output
Frontier orbital gap (spin up / spin down)   8.091 / 8.090 eV
HOMO level (spin up / spin down)   -8.20 / -8.20 eV
LUMO energy (spin up / spin down)   -0.11 / -0.11 eV

Most stable: two (next structure +78.5 kcal/mol)

## one
Entry from the Open Molecules 2025 dataset: one molecule with the formula C5H9NO3S (ωB97M-V with the def2-TZVPD basis set).

```
19
Properties=species:S:1:pos:R:3:mulliken_charge:R:1
C -2.6997 -0.5653 -0.7635 0.415
C -0.2474 -0.4971 0.1144 -0.287
C 0.8263 0.3111 0.7983 -0.905
C -1.5774 0.1526 -0.3274 0.264
C 3.4178 -0.7733 0.4189 -0.850
N -1.6320 1.4841 -0.1687 -0.388
O -3.6753 0.1654 -1.3006 -0.496
O -2.8172 -1.7816 -0.6318 -0.636
O 2.9347 1.8637 0.3336 -0.613
S 2.3101 0.6560 -0.1447 0.545
H 0.0354 -1.0342 -0.7443 0.332
H -0.4610 -1.3649 0.8342 0.307
H 0.2890 1.0455 1.4820 0.585
H 4.2357 -0.4497 1.1146 0.308
H 3.8467 -1.1192 -0.4552 0.331
H 2.8081 -1.6327 0.8497 0.268
H -2.5211 1.9440 -0.3357 0.219
H -4.4262 -0.3866 -1.0165 0.334
H -0.6464 1.9820 -0.0572 0.268
```

Output
Frontier orbital gap (spin up / spin down)   6.093 / 8.606 eV
HOMO level (spin up / spin down)   -7.23 / -8.60 eV
LUMO energy (spin up / spin down)   -1.14 / 0.01 eV

## two
Entry from the Open Molecules 2025 dataset: a 2-piece molecular cluster, C5H9NO3S overall (ωB97M-V with the def2-TZVPD basis set).

```
19
Properties=species:S:1:pos:R:3:mulliken_charge:R:1
C 1.2634 1.2587 -0.0746 0.296
C 1.8793 0.6297 -1.3257 -0.523
C 0.6503 -0.2908 -1.2893 0.424
C 0.9054 -1.8042 -1.4756 -1.605
C -1.9908 1.1507 2.4061 -0.716
N 0.4321 0.2562 0.0022 -0.176
O 1.3406 2.2434 0.5816 -0.631
O -1.6106 -1.5386 2.0872 -0.525
O -2.6294 -0.6331 0.1346 -0.512
S -1.7399 -0.4027 1.2391 1.093
H 1.9684 1.2970 -2.1505 0.292
H 2.9393 0.1154 -1.2013 0.226
H -0.2330 0.0520 -1.9965 0.251
H -0.0225 -2.2798 -1.7366 0.366
H 1.3674 -2.2117 -0.6575 0.417
H 1.6005 -1.9115 -2.2810 0.411
H -0.9789 1.6341 2.3455 0.277
H -2.9035 1.6967 2.0022 0.299
H -2.2381 0.7386 3.3900 0.337
```

Output
Frontier orbital gap (spin up / spin down)   7.698 / 6.932 eV
HOMO level (spin up / spin down)   -9.60 / -9.04 eV
LUMO energy (spin up / spin down)   -1.90 / -2.11 eV

Most stable: one (next structure +9.4 kcal/mol)